Version a
C18H22N4O4S | the ωB97M-V functional and the def2-TZVPD basis

Last column: Mulliken charge in e.
CARTESIAN COORDINATES (ANGSTROEM)
C: -2.017 -2.001 -1.584  -1.65
C: -2.254 -0.510 -1.375  0.92
C: -3.282 0.052 -2.360  -1.08
C: -3.460 1.552 -2.134  -0.64
C: -2.113 2.261 -2.247  -0.75
N: -1.191 1.679 -1.292  0.36
S: 0.203 2.558 -1.005  1.37
O: -0.141 3.947 -0.978  -0.79
O: 1.277 2.142 -1.868  -0.64
C: 0.618 1.999 0.652  0.15
C: 1.940 2.034 1.056  -0.95
C: 2.298 1.489 2.280  -0.41
C: 1.327 0.881 3.065  0.07
C: 1.674 0.109 4.298  -0.01
O: 2.086 0.559 5.334  -0.60
N: 1.404 -1.239 4.141  -0.04
C: 1.147 -1.843 2.938  0.33
N: 0.310 -2.794 2.693  -0.60
N: 0.425 -3.082 1.377  -0.46
C: 1.329 -2.298 0.885  0.35
C: 1.812 -2.263 -0.485  0.26
C: 2.403 -0.990 -1.037  -0.44
C: 3.300 -2.135 -0.725  -0.70
O: 1.843 -1.471 1.834  -0.20
C: -0.011 0.904 2.675  -0.27
C: -0.368 1.483 1.472  -0.08
C: -0.948 0.273 -1.532  -0.23
H: -2.958 -2.543 -1.518  0.46
H: -1.584 -2.185 -2.564  0.34
H: -1.344 -2.394 -0.824  0.29
H: -2.625 -0.350 -0.358  0.13
H: -4.237 -0.461 -2.234  0.37
H: -2.936 -0.125 -3.381  0.35
H: -3.872 1.725 -1.139  0.30
H: -4.149 1.970 -2.869  0.38
H: -2.193 3.321 -2.004  0.45
H: -1.723 2.162 -3.271  0.37
H: 2.676 2.460 0.392  0.45
H: 3.327 1.491 2.605  0.44
H: 1.380 -1.823 4.967  0.31
H: 1.240 -2.908 -1.137  0.51
H: 2.198 -0.746 -2.067  0.36
H: 2.429 -0.126 -0.391  0.00
H: 3.719 -2.710 -1.535  0.29
H: 3.939 -2.063 0.142  0.20
H: -0.763 0.453 3.307  0.45
H: -1.393 1.504 1.141  0.55
H: -0.207 -0.065 -0.806  -0.68
H: -0.534 0.119 -2.539  0.45

Values from the calculation:
Spin multiplicity ... 1
Highest occupied orbital energy ... -9.34 eV
LUMO ... 0.10 eV
Orbital gap ... 9.44 eV
SMILES ... C[C@@H]1CCCN(S(=O)(=O)c2ccc(C(=O)Nc3nnc(C4CC4)o3)cc2)C1

---

Version b
C18H22N4O4S | the ωB97M-V functional and the def2-TZVPD basis

Last column: Mulliken charge in e.
CARTESIAN COORDINATES (ANGSTROEM)
C: -3.381 -2.511 -2.571  -1.28
C: -2.484 -2.636 -1.347  -0.27
C: -2.669 -1.484 -0.375  -0.36
S: -2.169 0.123 -1.078  -0.19
C: -0.451 -0.032 -0.963  -0.14
N: 0.168 -1.127 -0.550  -0.28
C: 1.480 -0.812 -0.583  0.40
C: 1.664 0.484 -1.040  0.65
C: 2.955 1.086 -1.135  0.10
O: 3.247 2.203 -1.516  -0.70
N: 3.928 0.180 -0.715  -0.05
C: 3.798 -1.118 -0.254  0.52
O: 4.761 -1.765 0.091  -0.68
N: 2.514 -1.616 -0.215  0.12
C: 2.262 -2.958 0.260  -1.01
N: 0.396 0.971 -1.287  0.05
C: 0.095 2.316 -1.691  -1.35
C: -0.543 3.150 -0.560  0.62
O: -0.935 4.406 -1.047  -0.60
C: 0.402 3.337 0.648  -0.90
O: 0.953 2.160 1.184  -0.45
C: 0.182 1.270 1.875  0.83
C: -1.174 1.404 2.141  -0.66
C: -1.845 0.393 2.810  -0.57
C: -1.181 -0.746 3.227  -0.80
C: 0.181 -0.862 2.995  -0.39
C: 0.860 0.136 2.329  -0.29
H: -3.176 -1.582 -3.099  0.33
H: -3.210 -3.339 -3.253  0.38
H: -4.429 -2.515 -2.280  0.30
H: -2.714 -3.561 -0.814  0.45
H: -1.436 -2.675 -1.646  0.15
H: -2.068 -1.616 0.523  -0.10
H: -3.718 -1.352 -0.109  0.59
H: 4.883 0.520 -0.732  0.25
H: 1.439 -2.932 0.973  0.31
H: 1.990 -3.606 -0.574  0.29
H: 3.173 -3.324 0.728  0.38
H: 1.038 2.774 -2.005  0.58
H: -0.607 2.298 -2.531  0.26
H: -1.473 2.661 -0.254  0.01
H: -0.155 4.881 -1.361  0.40
H: 1.277 3.911 0.320  0.55
H: -0.127 3.915 1.418  0.35
H: -1.719 2.285 1.841  0.38
H: -2.903 0.503 3.001  0.43
H: -1.716 -1.532 3.738  0.42
H: 0.717 -1.734 3.338  0.47
H: 1.921 0.067 2.148  0.46

Values from the calculation:
Spin multiplicity ... 1
Highest occupied orbital energy ... -8.01 eV
LUMO ... 0.54 eV
Orbital gap ... 8.55 eV
SMILES ... CCCSc1nc2c(c(=O)[nH]c(=O)n2C)n1C[C@H](O)COc1ccccc1

---

Quick one: most stable of them? version b